No. 1
Formula: C33H42As4N2OPtS2
Source: the OMol25 dataset
Level of theory: the ωB97M-V functional and the def2-TZVPD basis

## Properties
Kohn-Sham gap (spin up / spin down): 6.3 / 6.1 eV
LUMO level (spin up / spin down): 0.262 / -1.059 eV
DFT total energy: -308200.4006 eV
E_HOMO (spin up / spin down): -6.062 / -7.206 eV

```
! wB97M-V def2-TZVPD RIJCOSX def2/J DEFGRID3
* xyz 0 3
Pt -0.791 0.102 0.660
C 0.597 -1.566 3.633
As 1.110 -0.569 2.053
C 2.593 -1.650 1.435
C 1.959 0.942 2.953
C 2.411 2.163 2.124
C 3.001 1.710 0.778
C 1.262 3.149 1.869
As -0.247 2.536 0.762
C -0.124 3.703 -0.781
C -1.719 3.381 1.698
C 3.546 2.891 2.877
As 3.388 3.907 4.569
C 2.284 5.440 4.020
C 2.014 2.951 5.592
H 1.469 -1.761 4.259
H 0.148 -2.507 3.322
H -0.143 -0.996 4.193
H 3.388 -1.651 2.182
H 2.968 -1.282 0.483
H 2.211 -2.658 1.286
H 2.815 0.521 3.489
H 1.230 1.239 3.707
H 2.254 1.198 0.164
H 3.837 1.024 0.930
H 3.371 2.569 0.213
H 1.662 4.038 1.375
H 0.820 3.471 2.813
H -0.096 4.738 -0.440
H -1.009 3.533 -1.393
H 0.762 3.477 -1.371
H -1.547 4.456 1.772
H -1.806 2.941 2.690
H -2.642 3.192 1.152
H 3.997 3.630 2.204
H 4.339 2.165 3.082
H 2.516 5.731 2.997
H 2.525 6.277 4.674
H 1.219 5.229 4.100
H 2.331 1.929 5.795
H 1.045 2.942 5.093
H 1.907 3.470 6.544
S -2.537 0.565 -0.884
C -3.876 0.728 0.203
C -5.113 1.155 -0.414
N -6.074 1.502 -0.941
C -3.826 0.493 1.539
S -2.418 -0.075 2.387
C -5.001 0.704 2.351
N -5.919 0.863 3.025
O 0.132 -2.117 -0.545
As -0.474 -2.400 -2.066
C -0.041 -0.940 -3.230
C -0.384 -0.927 -4.578
C 0.006 0.139 -5.374
C 0.754 1.176 -4.831
C 1.115 1.149 -3.491
C 0.716 0.091 -2.686
C 0.379 -3.940 -2.838
C 1.769 -3.930 -2.925
C 2.436 -5.038 -3.419
C 1.717 -6.159 -3.822
C 0.334 -6.169 -3.735
C -0.340 -5.057 -3.241
C -2.349 -2.746 -2.059
C -3.232 -2.159 -2.957
C -4.593 -2.397 -2.830
C -5.063 -3.206 -1.806
C -4.178 -3.786 -0.907
C -2.817 -3.556 -1.029
H -0.941 -1.748 -5.014
H -0.266 0.157 -6.421
H 1.059 2.004 -5.458
H 1.717 1.948 -3.073
H 0.980 0.052 -1.634
H 2.326 -3.058 -2.601
H 3.516 -5.034 -3.487
H 2.240 -7.026 -4.204
H -0.224 -7.042 -4.048
H -1.421 -5.063 -3.174
H -2.874 -1.485 -3.725
H -5.288 -1.926 -3.513
H -6.127 -3.371 -1.697
H -4.550 -4.401 -0.097
H -2.124 -3.973 -0.308
*
```

***

No. 2
Formula: C28H44N4O4RuS5
Source: the OMol25 dataset
Level of theory: the ωB97M-V functional and the def2-TZVPD basis

## Properties
Kohn-Sham gap (spin up / spin down): 7.3 / 5.8 eV
LUMO level (spin up / spin down): -2.289 / -4.174 eV
DFT total energy: -100652.5260 eV
E_HOMO (spin up / spin down): -9.583 / -9.963 eV

```
! wB97M-V def2-TZVPD RIJCOSX def2/J DEFGRID3
* xyz 1 6
Ru 0.595 0.125 -0.207
O -2.216 1.821 -3.074
C -1.594 1.419 -2.072
O -0.687 0.550 -2.061
C -1.974 2.019 -0.732
C -2.915 3.031 -0.648
C -3.251 3.525 0.602
C -2.655 2.965 1.720
C -1.728 1.950 1.543
N -1.371 1.495 0.342
H -3.360 3.403 -1.558
H -3.974 4.324 0.704
H -2.900 3.300 2.718
H -1.264 1.477 2.398
C 3.402 -1.317 1.546
O 2.885 -0.198 0.841
C 3.625 0.988 1.058
C 3.148 2.035 0.085
O 1.735 2.212 0.254
C 1.259 3.370 -0.442
H 4.440 -1.497 1.253
H 2.796 -2.176 1.269
H 3.350 -1.156 2.627
H 4.692 0.803 0.891
H 3.491 1.325 2.093
H 3.346 1.732 -0.947
H 3.656 2.981 0.295
H 1.866 4.235 -0.166
H 0.234 3.539 -0.126
H 1.307 3.212 -1.520
N -2.900 0.164 -5.039
C -3.307 -1.032 -4.242
C -4.526 -0.718 -3.382
N -4.872 -1.766 -2.443
H -2.179 -0.125 -5.722
H -2.524 0.906 -4.364
H -3.689 0.548 -5.557
H -2.449 -1.291 -3.621
H -3.485 -1.850 -4.938
H -5.394 -0.533 -4.021
H -4.340 0.207 -2.829
H -4.088 -2.001 -1.848
H -5.169 -2.610 -2.917
C 4.228 1.327 -3.944
S 2.528 1.937 -3.824
C 1.646 0.480 -4.236
C 1.491 -0.612 -3.458
S 2.144 -0.890 -1.872
S 0.516 -1.874 -4.155
C 0.068 -1.072 -5.607
S -0.920 -1.741 -6.771
S 0.816 0.458 -5.768
H 4.878 2.163 -3.693
H 4.444 1.003 -4.960
H 4.385 0.509 -3.244
C 1.536 -2.594 6.067
C 1.311 -1.556 5.002
C 1.700 -0.233 5.211
C 1.507 0.747 4.233
C 1.913 2.172 4.486
C 0.928 0.376 3.039
C 0.471 -0.948 2.789
C 0.700 -1.904 3.811
N -0.069 -1.172 1.566
C -0.963 -2.295 1.199
C -0.235 -3.153 0.162
C -1.490 -3.204 2.315
C -2.187 -1.641 0.541
H 2.368 -2.322 6.715
H 1.745 -3.570 5.631
H 0.648 -2.695 6.695
H 2.175 0.038 6.148
H 1.217 2.655 5.174
H 1.921 2.751 3.562
H 2.905 2.228 4.937
H 0.814 1.125 2.265
H 0.455 -2.939 3.656
H 0.643 -3.634 0.596
H 0.095 -2.569 -0.701
H -0.906 -3.938 -0.193
H -0.755 -3.927 2.659
H -2.316 -3.782 1.901
H -1.877 -2.641 3.165
H -1.904 -1.053 -0.336
H -2.707 -0.982 1.239
H -2.886 -2.421 0.239
*
```

***

No. 3
Formula: C35H95N8O9Pd
Source: the OMol25 dataset
Level of theory: the ωB97M-V functional and the def2-TZVPD basis

## Properties
Kohn-Sham gap (spin up / spin down): 7.8 / 5.8 eV
LUMO level (spin up / spin down): -2.658 / -4.660 eV
DFT total energy: -71653.3398 eV
relative energy (zero: lowest compared OMol25 entry of this formula, charge and spin): 0.0 kJ/mol
E_HOMO (spin up / spin down): -10.421 / -10.421 eV

```
! wB97M-V def2-TZVPD RIJCOSX def2/J DEFGRID3
* xyz 1 3
Pd 5.515 -5.775 26.795
C 2.711 -8.754 26.877
C 2.563 -7.353 26.228
C 1.725 -6.462 27.120
O 3.808 -6.826 25.869
H 3.366 -8.685 27.749
H 3.207 -9.414 26.162
H 1.716 -9.133 27.106
H 1.972 -7.650 25.347
H 0.798 -6.984 27.370
H 1.348 -5.588 26.579
H 2.236 -6.105 28.013
C -1.477 -5.227 25.968
C -1.467 -4.369 27.202
C -2.326 -3.124 27.063
O -1.754 -2.340 26.029
C -2.353 -1.060 25.950
N -1.985 -5.122 28.354
H -0.850 -6.116 26.101
H -1.009 -4.713 25.126
H -2.449 -5.616 25.662
H -0.449 -4.016 27.421
H -2.402 -2.603 28.025
H -3.348 -3.402 26.779
H -2.042 -0.442 26.793
H -3.445 -1.141 25.889
H -2.090 -0.622 24.987
H -1.822 -4.629 29.234
H -1.461 -5.981 28.481
C 6.287 -9.275 27.709
C 7.410 -8.296 27.474
C 8.689 -9.062 27.163
O 9.724 -8.121 26.949
C 10.872 -8.767 26.432
N 7.070 -7.464 26.285
H 5.294 -8.863 27.890
H 6.483 -9.932 28.560
H 6.191 -9.941 26.849
H 7.504 -7.635 28.335
H 8.550 -9.687 26.274
H 8.954 -9.692 28.018
H 11.133 -9.639 27.047
H 11.749 -8.128 26.447
H 10.662 -9.189 25.445
H 7.919 -6.983 25.996
H 6.742 -8.026 25.493
C 2.756 -4.501 21.252
C 2.600 -5.122 22.646
C 1.197 -5.699 22.811
O 0.243 -4.691 22.697
C -1.041 -5.209 22.430
N 3.628 -6.151 22.805
H 2.073 -3.671 21.083
H 2.607 -5.316 20.541
H 3.762 -4.094 21.140
H 2.815 -4.374 23.416
H 1.158 -6.214 23.785
H 1.082 -6.473 22.035
H -1.804 -4.444 22.570
H -1.319 -6.018 23.109
H -1.143 -5.559 21.399
H 3.376 -6.999 22.281
H 3.574 -6.471 23.778
C 5.572 -10.876 24.217
C 5.371 -9.812 23.162
C 3.992 -9.985 22.509
O 3.653 -8.910 21.649
C 2.518 -9.210 20.864
N 5.433 -8.500 23.854
H 6.574 -10.783 24.643
H 5.562 -11.869 23.759
H 4.861 -10.803 25.036
H 6.086 -9.765 22.342
H 3.154 -10.038 23.220
H 4.044 -10.917 21.926
H 2.794 -10.052 20.223
H 2.161 -8.376 20.260
H 1.663 -9.462 21.501
H 4.807 -8.403 24.652
H 5.114 -7.816 23.173
C 5.649 -2.880 23.445
C 5.778 -3.520 24.847
C 4.615 -3.096 25.738
O 4.537 -3.860 26.929
C 3.339 -3.532 27.657
N 5.890 -4.988 24.715
H 5.179 -1.899 23.546
H 4.948 -3.493 22.875
H 6.552 -2.818 22.844
H 6.746 -3.225 25.264
H 3.697 -3.196 25.144
H 4.784 -2.043 25.974
H 2.504 -3.830 27.024
H 3.190 -2.454 27.770
H 3.375 -3.968 28.648
H 5.090 -5.290 24.152
H 6.686 -5.257 24.145
C -3.559 -9.201 28.849
C -2.633 -8.825 30.001
C -1.178 -8.749 29.484
O -0.302 -8.646 30.586
C 1.069 -8.689 30.259
N -3.042 -7.540 30.554
H -4.610 -9.228 29.139
H -3.375 -10.200 28.450
H -3.495 -8.471 28.038
H -2.740 -9.539 30.817
H -1.046 -7.865 28.853
H -0.966 -9.667 28.916
H 1.582 -8.622 31.219
H 1.467 -7.911 29.600
H 1.234 -9.679 29.814
H -2.969 -6.741 29.927
H -2.363 -7.270 31.263
C 1.091 -4.021 31.049
C -0.259 -3.468 31.502
C -0.686 -2.180 30.811
O -1.897 -1.775 31.385
C -2.367 -0.550 30.879
N -1.327 -4.462 31.322
H 1.330 -4.933 31.596
H 1.927 -3.332 31.184
H 1.046 -4.267 29.983
H -0.172 -3.202 32.562
H -0.727 -2.309 29.719
H 0.048 -1.380 30.994
H -2.336 -0.482 29.789
H -1.756 0.250 31.315
H -3.379 -0.299 31.191
H -2.181 -3.946 31.520
H -1.255 -5.245 31.956
C -1.086 -9.175 21.073
C -1.963 -9.401 22.289
C -1.120 -9.497 23.552
O -1.963 -10.082 24.544
C -1.246 -10.321 25.728
N -2.889 -8.267 22.439
H -0.504 -8.252 21.082
H -1.685 -9.180 20.161
H -0.366 -9.999 21.035
H -2.562 -10.298 22.091
H -0.731 -8.542 23.913
H -0.296 -10.196 23.360
H -1.869 -10.739 26.516
H -0.748 -9.390 26.024
H -0.467 -11.093 25.628
H -3.574 -8.266 21.688
H -3.437 -8.498 23.270
*
```

***

No. 4
Formula: C18H41N3NbO4
Source: the OMol25 dataset
Level of theory: the ωB97M-V functional and the def2-TZVPD basis

## Properties
Kohn-Sham gap (spin up / spin down): 7.3 / 6.5 eV
LUMO level (spin up / spin down): 2.225 / 1.391 eV
DFT total energy: -33530.0320 eV
E_HOMO (spin up / spin down): -5.117 / -5.117 eV

```
! wB97M-V def2-TZVPD RIJCOSX def2/J DEFGRID3
* xyz -1 3
O 2.016 -3.263 2.510
N 1.112 -2.570 2.987
O 1.361 -2.259 4.271
Nb 1.572 -3.963 5.497
H -0.188 -3.852 6.014
H 1.149 -5.129 4.178
H 3.339 -4.084 5.054
H 1.998 -2.881 6.928
H 1.740 -5.369 6.636
C 5.818 0.614 -1.147
C 4.506 1.260 -1.670
C 4.129 2.483 -0.789
C 3.533 2.107 0.565
C 2.378 1.125 0.401
C 2.760 -0.129 -0.423
N 3.426 0.218 -1.723
O 2.428 0.681 -2.599
C 3.685 -1.042 0.425
C 1.477 -0.998 -0.620
C 4.897 1.801 -3.087
H 5.911 -0.427 -1.481
H 6.706 1.138 -1.520
H 5.905 0.639 -0.059
H 3.400 3.111 -1.318
H 5.011 3.115 -0.626
H 4.304 1.687 1.219
H 3.172 3.013 1.062
H 2.018 0.832 1.397
H 1.540 1.652 -0.077
H 4.054 -1.887 -0.168
H 3.143 -1.464 1.280
H 4.541 -0.527 0.856
H 0.662 -0.450 -1.105
H 1.080 -1.341 0.344
H 1.693 -1.893 -1.219
H 5.166 0.980 -3.763
H 5.763 2.474 -3.024
H 4.096 2.385 -3.554
C -5.747 1.495 -1.773
C -4.918 1.479 -0.460
C -3.515 2.099 -0.710
C -2.557 1.175 -1.456
C -2.481 -0.193 -0.785
C -3.869 -0.849 -0.587
N -4.854 0.075 0.070
O -4.521 0.148 1.435
C -4.415 -1.326 -1.959
C -3.676 -2.180 0.208
C -5.702 2.449 0.487
H -6.557 0.757 -1.743
H -6.224 2.468 -1.941
H -5.143 1.313 -2.664
H -3.052 2.367 0.248
H -3.614 3.037 -1.272
H -2.861 1.072 -2.502
H -1.560 1.628 -1.471
H -1.832 -0.846 -1.384
H -1.976 -0.075 0.184
H -5.440 -1.702 -1.864
H -3.809 -2.147 -2.358
H -4.403 -0.559 -2.731
H -3.177 -2.033 1.172
H -3.049 -2.887 -0.353
H -4.639 -2.674 0.392
H -6.703 2.061 0.711
H -5.828 3.436 0.020
H -5.181 2.630 1.434
*
```